[1]
ORCA calculation (ωB97M-V/def2-TZVPD) on the molecule C4H7N.

**Gap between HOMO and LUMO**: 9.03 eV
**Energy above the lowest of the compared OMol25 structures with the same formula, charge and spin**: 1.563 eV
**Molecular weight**: 69.11 g mol⁻¹
**Largest force on an atom**: 1.79 eV/Å
**E_tot**: -211.30323 hartree
**Structure (SMILES)**: C=CC(=C)N

Each line ends with the natural charge from an NBO analysis.
Element x y z (Å)
N 0.430 -1.433 1.067  -0.846
C 0.167 -0.190 0.479  0.135
C -0.134 0.907 1.172  -0.470
C -0.320 0.740 -1.781  -0.366
C 0.072 -0.274 -1.013  -0.217
H -0.102 -2.205 0.714  0.382
H 0.829 -1.471 1.984  0.388
H -0.396 1.833 0.679  0.196
H -0.124 0.935 2.253  0.196
H 0.077 0.804 -2.788  0.202
H -0.799 1.635 -1.415  0.195
H 0.300 -1.281 -1.352  0.204


[2]
ORCA calculation (ωB97M-V/def2-TZVPD) on the molecule C4H7N.

**Gap between HOMO and LUMO**: 7.97 eV
**Energy above the lowest of the compared OMol25 structures with the same formula, charge and spin**: 4.054 eV
**Molecular weight**: 69.11 g mol⁻¹
**Largest force on an atom**: 3.26 eV/Å
**E_tot**: -211.21168 hartree
**Structure (SMILES)**: C=C1CN1C

Each line ends with the natural charge from an NBO analysis.
Element x y z (Å)
C 0.862 1.368 0.591  -0.407
C -0.435 -0.506 -0.191  0.103
C -1.130 -1.086 0.777  -0.543
C -0.094 -0.785 -1.565  -0.143
N 0.142 0.643 -0.433  -0.434
H 0.377 1.224 1.555  0.205
H 1.917 1.081 0.674  0.186
H 0.842 2.438 0.433  0.202
H -1.519 -2.075 0.559  0.201
H -1.195 -0.810 1.813  0.208
H 0.960 -0.929 -1.803  0.213
H -0.726 -0.563 -2.413  0.209


[3]
ORCA calculation (ωB97M-V/def2-TZVPD) on the molecule C4H7N.

**Gap between HOMO and LUMO**: 10.66 eV
**Energy above the lowest of the compared OMol25 structures with the same formula, charge and spin**: 3.792 eV
**Molecular weight**: 69.11 g mol⁻¹
**Largest force on an atom**: 5.66 eV/Å
**E_tot**: -211.22132 hartree
**Structure (SMILES)**: CC[C@@H]1C=N1

Each line ends with the natural charge from an NBO analysis.
Element x y z (Å)
C -1.416 1.832 -0.015  0.061
C -0.933 0.498 0.331  -0.138
C 0.911 -1.477 -0.031  -0.620
C 0.759 0.016 -0.313  -0.380
N -0.988 1.748 1.163  -0.299
H -1.899 2.435 -0.686  0.202
H -1.442 -0.398 0.573  0.184
H 0.863 -1.464 1.088  0.209
H 1.756 -1.842 -0.449  0.204
H 0.189 -1.984 -0.594  0.199
H 0.735 0.111 -1.327  0.184
H 1.464 0.526 0.259  0.195


[4]
ORCA calculation (ωB97M-V/def2-TZVPD) on the molecule C4H7N.

**Gap between HOMO and LUMO**: 12.34 eV
**Energy above the lowest of the compared OMol25 structures with the same formula, charge and spin**: 1.807 eV
**Molecular weight**: 69.11 g mol⁻¹
**Largest force on an atom**: 4.64 eV/Å
**E_tot**: -211.29427 hartree
**Structure (SMILES)**: CC(C)C#N

Each line ends with the natural charge from an NBO analysis.
Element x y z (Å)
C -0.128 0.014 -2.381  0.210
C -0.389 0.214 -0.551  -0.102
C 0.835 1.006 0.012  -0.639
C -0.547 -1.140 0.040  -0.632
N 0.122 -0.064 -3.526  -0.398
H -1.256 0.820 -0.512  0.213
H 1.245 1.893 -0.578  0.247
H 1.678 0.251 -0.003  0.217
H 0.498 1.286 1.110  0.222
H 0.223 -1.667 -0.286  0.216
H -1.430 -1.700 -0.283  0.229
H -0.532 -1.031 1.099  0.219


[5]
ORCA calculation (ωB97M-V/def2-TZVPD) on the molecule C4H7N.

**Gap between HOMO and LUMO**: 5.86 eV
**Energy above the lowest of the compared OMol25 structures with the same formula, charge and spin**: 6.402 eV
**Molecular weight**: 69.11 g mol⁻¹
**Largest force on an atom**: 7.23 eV/Å
**E_tot**: -211.12541 hartree

Each line ends with the natural charge from an NBO analysis.
Element x y z (Å)
N -1.880 1.240 -0.390  -0.670
C -0.724 0.670 0.368  -0.361
C -0.232 -0.517 -0.521  -0.108
C 1.039 -1.020 -0.292  -0.269
C 1.902 -0.606 0.702  -0.353
H -2.708 1.453 0.178  0.327
H -0.565 0.456 1.425  0.217
H -0.609 1.730 0.047  0.388
H -0.903 -0.811 -1.298  0.219
H 1.378 -1.762 -1.038  0.209
H 2.918 -1.076 0.494  0.206
H 1.742 0.167 1.381  0.195


[6]
ORCA calculation (ωB97M-V/def2-TZVPD) on the molecule C4H7N.

**Gap between HOMO and LUMO**: 8.43 eV
**Energy above the lowest of the compared OMol25 structures with the same formula, charge and spin**: 2.563 eV
**Molecular weight**: 69.11 g mol⁻¹
**Largest force on an atom**: 2.42 eV/Å
**E_tot**: -211.26650 hartree
**Structure (SMILES)**: C=N/C=C/C

Each line ends with the natural charge from an NBO analysis.
Element x y z (Å)
C 0.545 -1.059 1.844  -0.655
C 0.631 -0.497 0.463  -0.177
C -0.323 0.047 -0.297  -0.078
N -0.015 1.105 -1.181  -0.430
C -0.758 1.509 -2.114  -0.005
H -0.310 -0.869 2.478  0.225
H 0.780 -2.136 1.814  0.216
H 1.505 -0.785 2.292  0.227
H 1.613 -0.494 0.001  0.196
H -1.375 -0.196 -0.216  0.188
H -1.337 0.818 -2.752  0.125
H -0.957 2.557 -2.332  0.167


[7]
ORCA calculation (ωB97M-V/def2-TZVPD) on the ion C4H7N2 with charge +1.

**Gap between HOMO and LUMO**: 10.33 eV
**Energy above the lowest of the compared OMol25 structures with the same formula, charge and spin**: 5.068 eV
**Molecular weight**: 83.11 g mol⁻¹
**Net charge**: +1
**Largest force on an atom**: 2.42 eV/Å
**E_tot**: -265.72222 hartree
**Structure (SMILES)**: C=NC[N+]1=CC1

Each line ends with the natural charge from an NBO analysis.
Element x y z (Å)
C 2.075 0.369 -0.034  0.075
C -1.698 0.460 0.554  -0.287
C 0.073 -1.146 -0.055  -0.084
C -0.949 0.731 -0.649  0.310
N -1.223 -0.591 -0.354  -0.358
N 0.861 0.100 -0.112  -0.358
H 2.393 1.398 -0.156  0.228
H 2.840 -0.387 0.154  0.217
H -1.232 0.617 1.521  0.241
H -2.776 0.591 0.548  0.268
H 0.100 -1.648 0.919  0.238
H 0.383 -1.854 -0.832  0.250
H -0.847 1.359 -1.504  0.261


[8]
ORCA calculation (ωB97M-V/def2-TZVPD) on the ion C4H7N2 with charge +1.

**Gap between HOMO and LUMO**: 8.46 eV
**Energy above the lowest of the compared OMol25 structures with the same formula, charge and spin**: 3.719 eV
**Molecular weight**: 83.11 g mol⁻¹
**Net charge**: +1
**Largest force on an atom**: 3.91 eV/Å
**E_tot**: -265.77181 hartree

Each line ends with the natural charge from an NBO analysis.
Element x y z (Å)
C 1.740 0.679 0.331  0.257
C 0.498 -1.063 -0.294  0.312
C -0.279 0.092 -0.631  -0.180
C -1.426 0.238 0.406  -0.575
N 1.656 -0.716 0.151  -0.507
N 0.640 1.161 -0.277  -0.512
H 0.208 -2.069 -0.426  0.254
H -0.743 0.035 -1.530  0.279
H -0.977 0.343 1.334  0.224
H -2.174 -0.665 0.345  0.254
H -1.931 1.249 0.244  0.256
H 2.455 -1.374 0.580  0.496
H 0.333 2.090 -0.235  0.443


Q: Among the records above, which one has the highest energy above the lowest of the compared OMol25 structures with the same formula, charge and spin?
A: number 5


Q: What is the formula in the sixth record?
A: C4H7N